(1)
ORCA calculation (ωB97M-V/def2-TZVPD) on a molecular structure, C25H39BrN10O2Si2 in a non-equilibrium geometry.

The calculation puts the total energy at -4826.95754 Ha. The calculation puts the strongest force on any atom at 1.7 eV Å⁻¹. As for the multiplicity: 1.

Structure (XYZ):
```
79
Properties=species:S:1:pos:R:3:forces:R:3
Br -0.68655 0.64970 1.86242 -0.32 0.14 0.02
Si -3.41458 2.70695 2.12339 -0.52 0.20 -0.30
Si -4.29214 5.15323 3.13241 -0.33 0.07 -1.02
O -4.45801 4.01892 1.86545 0.88 -0.27 1.38
O -1.14747 1.22681 -0.75157 0.85 -0.07 -0.73
N 0.00541 1.72547 7.07034 0.26 0.05 0.21
N 4.01387 -0.27125 -1.39280 0.11 -0.01 0.05
N 0.36812 -3.93277 -2.55100 -0.12 0.02 0.01
N 0.08169 0.08818 -6.29232 0.01 0.11 0.01
N -0.46738 -8.47509 -5.87740 0.05 -0.04 0.02
N 3.60910 0.71658 2.57108 -0.12 0.02 0.00
N 2.76777 -4.94102 -6.16654 -0.09 0.03 -0.08
N 2.03409 4.70844 1.89258 -0.02 0.03 0.01
N -5.96336 -1.42530 2.83129 0.54 -0.34 -0.02
N 3.90069 9.86204 1.33297 0.00 0.09 -0.04
C 2.89226 -0.11375 -1.57872 -0.39 0.03 -0.11
C 1.45740 0.09699 -1.81075 0.46 -0.16 -0.09
C -0.02748 -0.79975 7.73001 -0.01 0.18 -0.08
C -3.28952 1.46466 4.55743 -0.69 -0.21 -1.19
C 2.65953 -7.39640 -5.28087 0.15 0.18 -0.08
C -0.04704 -2.37459 -5.42769 0.01 0.31 -0.08
C 3.88124 8.77665 1.70282 0.03 -0.31 0.14
C 2.72202 -6.01935 -5.77667 -0.03 -0.38 0.02
C 2.24870 3.93383 1.07435 0.03 -0.28 -0.20
C -1.65171 1.31716 0.30853 -1.27 -0.01 -0.23
C 4.71368 0.72821 2.26304 0.33 -0.05 -0.10
C -8.13662 0.01513 2.77335 0.20 -0.11 0.01
C -2.50734 1.54207 5.45595 0.01 0.80 0.92
C -0.99647 -6.41459 -7.39477 0.04 -0.17 0.12
C 1.49129 -3.93519 -2.78449 0.37 -0.07 0.02
C 0.02339 -0.99276 -5.91374 -0.01 -0.34 0.06
C -4.19833 1.53316 3.39166 0.53 -0.20 0.68
C -0.00388 0.61694 7.36205 0.14 -0.30 0.14
C -6.91309 -0.79110 2.80519 -0.79 0.42 -0.02
C 2.52056 2.94337 0.02949 0.06 0.21 0.15
C 3.85590 7.38823 2.17573 0.06 0.34 -0.13
C 2.92422 -3.93805 -3.08211 -0.09 0.18 0.08
C -3.04806 1.91516 0.43725 0.12 0.52 0.96
C 6.12299 0.73529 1.86204 -0.19 0.04 0.03
C -0.70057 -7.57102 -6.54373 -0.13 0.26 -0.19
H 0.94420 -2.82456 -5.44822 -0.01 -0.02 -0.04
H 3.07573 -3.91092 -4.15923 -0.01 0.03 0.07
H -4.42623 0.52721 3.00844 0.06 0.35 0.04
H -0.10998 -6.13739 -7.96244 0.00 0.01 0.01
H 6.62340 1.60256 2.28844 0.00 0.00 0.01
H -5.60084 5.47681 3.71859 -0.17 -0.06 -0.06
H 3.52269 7.35571 3.21056 -0.04 -0.03 -0.01
H 0.94769 -0.86293 -1.88276 -0.01 0.00 0.04
H -3.42657 4.65042 4.21056 0.03 -0.15 0.00
H 3.17438 6.80080 1.56793 -0.04 -0.01 0.06
H 2.99571 3.42586 -0.82331 -0.02 0.01 0.00
H -3.82645 1.20465 0.14272 0.31 -0.24 0.11
H -1.80055 -6.66141 -8.08507 0.00 -0.01 0.01
H 3.65289 -7.84144 -5.29988 0.02 0.05 0.00
H 3.39718 -3.06465 -2.63327 -0.01 -0.02 0.06
H -3.09478 2.72345 -0.30121 0.10 -0.14 -0.01
H -3.70737 6.36017 2.52292 0.03 0.06 0.09
H 3.18006 2.16946 0.41643 -0.05 -0.02 0.04
H -0.32993 -0.90553 8.76990 0.00 0.01 0.00
H 6.19498 0.77682 0.77633 -0.04 -0.04 -0.01
H 3.38638 -4.83825 -2.68015 -0.02 0.00 0.02
H 1.30781 0.65097 -2.73657 0.01 0.00 0.00
H -5.12057 1.98027 3.78307 -0.10 -0.09 -0.35
H 1.58916 2.48647 -0.29339 -0.05 0.07 0.04
H 4.85381 6.95853 2.10895 0.00 0.01 0.00
H 6.61148 -0.16958 2.21747 -0.01 0.00 0.00
H 0.96333 -1.23036 7.60011 0.00 0.00 -0.01
H 1.03166 0.65831 -0.98885 -0.07 -0.10 0.04
H 2.28264 -7.40568 -4.25978 -0.06 0.00 -0.02
H -8.65117 -0.13351 1.82613 0.00 0.00 0.00
H -8.79439 -0.28180 3.58770 0.01 0.00 0.00
H -7.88688 1.06918 2.88236 0.00 0.00 0.00
H -0.42374 -2.38938 -4.40789 0.00 -0.04 0.00
H -0.71380 -2.95572 -6.06175 0.00 0.02 -0.02
H -1.30190 -5.57283 -6.77670 0.00 -0.01 0.01
H -2.16313 3.24653 2.68429 0.04 -0.04 -0.13
H -1.95944 1.90409 6.30462 0.04 -0.51 -0.36
H -0.73469 -1.33151 7.09557 0.00 0.02 -0.01
H 1.99292 -7.98201 -5.90834 -0.04 -0.02 0.06
```
Forces are in eV/Å.

Mulliken atomic charge list, values in e, 5 entries: -0.140 0.042 0.508 -0.333 -0.452


(2)
ORCA calculation (ωB97M-V/def2-TZVPD) on C2H2INP2 in the gas phase in a non-equilibrium geometry.

The value obtained for the energy above the lowest of the compared OMol25 structures with the same formula, charge and spin is 0.000 eV. The calculation puts the total energy at -1112.52229 Ha. The calculation puts the strongest force on any atom at 1.3 eV Å⁻¹. As for the multiplicity: 1.

Structure (XYZ):
```
8
Properties=species:S:1:pos:R:3:forces:R:3
I 4.70046 0.49255 -0.03551 -0.05 -0.12 -0.12
P 1.60999 -1.09324 -0.22380 1.22 0.31 -0.16
P 2.29551 0.79260 0.16895 -0.19 -0.27 0.06
N 0.04379 -0.86877 0.23399 -0.97 0.15 0.18
C -1.02129 -0.32735 0.06057 0.70 -0.40 0.26
C -2.20437 0.18887 -0.03279 -0.73 0.25 -0.24
H -2.97556 -0.31857 -0.58326 -0.09 -0.17 -0.13
H -2.44855 1.13391 0.41184 0.11 0.25 0.15
```
Forces are in eV/Å.

Mulliken atomic charge list, values in e, 5 entries: -0.075 0.051 -0.039 -0.185 0.766


(3)
ORCA calculation (ωB97M-V/def2-TZVPD) on 2 unconnected molecules or ions with the total composition C4H12NO2 in a non-equilibrium geometry.

The value obtained for the energy above the lowest of the compared OMol25 structures with the same formula, charge and spin is 2.014 eV. The calculation puts the total energy at -364.56121 Ha. The calculation puts the strongest force on any atom at 2.3 eV Å⁻¹. Its charge is +1. As for the multiplicity: 1.

Structure (XYZ):
```
19
Properties=species:S:1:pos:R:3:forces:R:3
O 0.79019 0.07416 4.32803 -0.45 -0.21 -0.23
O -0.49377 0.76571 -2.78315 0.22 0.10 0.28
N 0.78513 0.31365 -0.48890 1.69 -1.29 0.54
C -1.15261 0.92837 -1.78644 0.48 -0.45 -0.81
C -0.71420 0.18199 -0.52186 -1.22 -0.43 0.34
C 1.56589 -0.72250 0.42735 -1.47 1.59 -0.65
C -1.15979 -1.31381 -0.59542 0.51 0.14 -0.45
H -0.02427 -0.41692 4.51157 0.30 0.07 0.02
H 2.55100 -0.29566 0.52968 0.30 -0.11 0.11
H -1.02327 -1.64747 -1.62969 0.32 -0.35 0.33
H 1.56729 -1.66326 -0.11259 0.02 -0.06 0.38
H 1.00785 -0.67513 1.37292 0.50 -0.52 -0.19
H -0.54661 -1.84229 0.13248 0.02 -0.34 -0.36
H 1.09614 1.23025 -0.16415 -0.49 0.12 0.08
H 1.22043 0.23535 -1.42992 -0.91 -0.04 0.18
H -2.04042 1.54450 -1.86936 -0.56 0.13 0.61
H -2.18323 -1.60854 -0.32074 0.11 1.04 -0.04
H -1.15106 0.55597 0.41222 0.51 0.49 -0.24
H 0.74474 0.81891 4.93307 0.12 0.12 0.09
```
Forces are in eV/Å.

Mulliken atomic charge list, values in e, 5 entries: -0.642 -0.427 -0.301 -0.177 0.289


Among the records above, which one has the lowest strongest force on any atom? C2H2INP2


Which value of multiplicity does entry 3 give? 1